Entry 1:
# C73H192N12O27

17 unconnected molecules or ions with the total composition C73H192N12O27 in a non-equilibrium geometry (ωB97M-V/def2-TZVPD, the OMol25 dataset).

Structure (ORCA input):
```
! wB97M-V def2-TZVPD RIJCOSX def2/J DEFGRID3
* xyz 0 1
O 5.26 0.17 3.85
O 1.95 -0.59 -5.54
O -5.73 -3.84 -3.43
O -7.38 -0.70 4.34
O -3.47 8.18 0.70
O 0.99 4.59 -3.85
O -3.09 0.40 -4.71
O 0.27 5.75 0.74
O -4.10 -4.29 3.16
O -3.24 3.29 1.57
O 2.47 -4.04 0.49
O 8.15 2.72 -3.87
O 11.82 2.76 -1.68
O -3.90 -1.90 7.07
O -11.55 -0.21 -0.51
O 0.21 -0.43 5.32
O -1.56 -5.69 1.10
O 5.94 4.97 -0.04
O -6.07 3.54 -1.90
O 4.65 0.63 -1.24
O -2.30 -6.69 -3.09
O -7.67 0.96 2.12
O 8.42 2.84 0.41
O 1.61 -7.02 -5.15
O -5.74 -4.43 -0.96
O 3.40 -2.93 7.61
O 0.66 0.02 1.10
N -1.54 6.79 -1.08
N -2.95 -4.13 -4.04
N -5.53 -1.02 2.11
N 10.05 4.97 0.19
N -3.55 2.29 -1.41
N 4.12 -3.24 4.69
N 2.75 -4.25 -5.26
N 4.28 -2.78 -1.60
N 6.39 4.92 -3.03
N -9.88 -0.73 2.73
N 1.24 -3.37 5.73
N -3.05 0.39 0.78
C 10.45 3.89 1.07
C 7.63 1.73 0.10
C -3.14 -0.80 6.62
C -1.75 -4.40 -3.26
C 4.64 1.34 3.30
C -3.50 4.11 0.41
C -6.55 0.98 1.15
C -2.92 1.89 -2.66
C 2.87 -6.63 -4.56
C 0.92 4.84 1.61
C -8.56 -1.51 4.57
C -10.45 -1.07 1.46
C -4.96 -2.81 -4.02
C -3.14 -4.87 4.04
C 11.92 1.68 -2.64
C 0.24 -2.83 4.84
C 9.77 2.52 0.77
C 5.46 5.95 -0.98
C -3.43 8.33 -0.72
C 10.76 5.02 -1.10
C 8.65 1.52 -4.37
C 4.56 1.81 -2.07
C 0.58 -0.24 -5.44
C 1.55 -8.49 -5.16
C 1.21 -2.67 7.00
C 10.79 3.73 -2.00
C 2.33 -1.90 -6.03
C -3.72 0.74 -3.44
C -12.21 0.88 -1.15
C -11.05 0.15 0.70
C -4.52 -4.89 -0.45
C -2.00 8.13 -1.23
C -1.76 -1.50 0.24
C 2.48 -2.70 0.13
C -5.31 -2.47 2.11
C -9.16 -1.92 3.19
C -4.26 -2.87 3.14
C -4.72 8.49 1.35
C -1.83 -7.96 -3.23
C 5.14 -2.25 4.40
C 0.61 -1.40 4.37
C -6.76 -0.17 5.52
C 5.04 4.44 0.94
C 0.31 0.91 4.75
C -3.89 3.77 2.79
C -2.86 3.46 -0.84
C -3.49 -2.82 -3.58
C 0.91 3.23 -4.32
C 6.15 -2.71 3.31
C -0.60 0.65 0.82
C -0.13 6.68 -1.45
C 4.36 -3.80 8.13
C 1.77 0.73 0.67
C -7.02 2.61 -2.47
C 6.39 6.17 -2.23
C 2.61 -2.86 -4.89
C 7.37 4.99 -4.18
C 2.90 -2.50 -1.29
C 2.03 -3.33 8.00
C -2.99 1.42 -5.61
C 7.63 3.59 -4.83
C -8.01 2.25 2.51
C 5.17 -0.50 -1.98
C -1.82 -0.26 1.16
C -6.20 -0.46 0.90
C 5.24 -1.77 -1.18
C 4.40 -0.93 3.98
C -1.28 -5.81 -3.56
C -0.56 -6.13 0.20
C 1.96 -4.25 1.83
C 2.88 -5.16 -4.10
C 0.49 5.55 -0.65
C -7.09 -3.90 -3.93
H 7.90 1.13 -5.05
H 5.28 -1.54 -0.11
H 3.48 -2.50 -4.34
H -6.21 -2.99 2.43
H 3.59 -6.86 -5.35
H 2.57 -1.49 -1.56
H 4.19 3.93 0.49
H -4.98 3.67 2.72
H 2.35 -3.05 -2.06
H -7.51 0.37 6.09
H 3.98 -3.20 5.69
H 9.81 3.25 -1.98
H -4.58 4.16 0.29
H -1.76 -0.43 2.23
H -3.56 3.22 3.67
H -2.25 -1.11 6.08
H -3.78 9.32 -1.03
H -5.00 9.51 1.09
H 0.14 4.55 -0.93
H -3.06 5.08 0.63
H -7.12 -1.00 0.71
H 4.08 1.56 -3.01
H 5.54 2.20 -2.33
H 5.74 -2.88 2.31
H 0.60 3.81 1.45
H -1.92 1.54 -2.39
H -5.56 -0.43 0.02
H 6.68 4.16 -2.44
H -5.98 0.58 5.34
H 5.76 -2.09 5.28
H -1.11 -5.81 -4.64
H -5.43 7.77 0.96
H -4.98 -2.82 1.13
H -2.90 4.17 -1.66
H -3.07 -5.93 3.83
H 0.71 5.05 2.67
H 8.80 0.86 -3.52
H 2.56 -3.62 2.49
H -8.37 -2.22 2.50
H -1.03 -6.53 -0.70
H -2.85 -0.23 7.50
H 1.76 2.67 -3.94
H -3.94 1.91 -5.80
H -2.90 2.72 -3.37
H 2.03 -5.31 2.07
H 0.62 -8.66 -5.70
H -2.05 8.32 -2.31
H 4.50 5.54 -1.31
H 2.01 -4.56 -5.88
H 3.92 -0.94 3.00
H -3.17 1.15 1.44
H 0.15 -1.29 3.39
H -10.21 0.82 0.49
H -11.58 1.76 -1.07
H -7.04 2.55 -3.56
H 3.78 -4.97 -3.52
H 4.63 -0.52 -2.92
H -8.09 2.75 -2.28
H 3.22 -1.81 -6.65
H 4.15 -3.72 9.20
H -0.97 -2.20 0.50
H 1.45 -2.35 0.17
H -3.28 -2.55 7.38
H 1.84 1.66 1.22
H 5.30 2.21 3.36
H -1.82 -4.25 -2.19
H -3.81 -0.16 1.16
H 7.65 1.07 0.97
H 0.52 0.79 -5.08
H -0.18 0.97 3.78
H -1.06 -8.25 -2.51
H 11.96 1.90 -3.71
H -4.46 -5.96 -0.61
H 1.80 5.01 -4.15
H 0.19 -3.51 3.99
H 1.48 -1.61 6.97
H -7.61 -2.94 -3.90
H -3.35 1.64 -0.66
H -9.73 -1.52 0.78
H 1.99 5.00 1.51
H -6.91 1.50 0.26
H -9.21 0.00 2.54
H 1.91 -3.05 9.05
H -3.31 -2.44 2.83
H 6.15 7.06 -2.81
H 10.97 4.00 -3.04
H 1.48 -8.87 -4.15
H 10.39 5.90 -1.63
H -13.13 1.16 -0.62
H 1.38 1.12 4.65
H -2.18 -6.41 1.22
H -3.68 4.82 2.98
H 6.68 3.31 -5.27
H 3.02 -7.34 -3.75
H 7.15 5.71 -4.97
H 0.04 -6.96 0.58
H 1.57 5.66 -0.79
H 2.13 -3.10 5.32
H 4.10 2.64 -1.52
H -5.68 1.50 1.55
H -4.75 8.31 2.42
H 12.76 1.00 -2.47
H 8.31 3.62 -5.68
H -3.39 -4.81 5.10
H 4.64 5.21 1.61
H 5.55 3.72 1.58
H -4.78 0.94 -3.54
H 0.53 7.50 -1.17
H -8.37 -2.41 5.15
H 0.95 -3.83 1.83
H -1.81 3.23 -0.68
H 1.92 -4.41 8.07
H -7.61 -4.53 -3.21
H -6.15 -0.89 2.89
H -2.60 -8.64 -2.87
H -8.75 2.07 3.29
H 3.71 -0.75 4.80
H 2.07 -4.97 -3.40
H -9.86 -2.74 3.38
H -0.69 1.56 1.40
H 2.66 0.11 0.81
H 0.03 6.55 -2.52
H 1.75 -2.80 -4.23
H -6.35 -0.93 6.19
H 10.34 1.90 0.08
H -2.26 2.15 -5.26
H -11.73 0.66 1.38
H -8.47 2.91 1.77
H 7.44 6.19 -1.94
H -9.15 -0.85 5.21
H -0.08 1.69 5.40
H -0.95 -3.70 -3.51
H 3.66 1.56 3.72
H -1.60 -8.34 -4.22
H -3.44 -2.81 -2.49
H -7.16 2.73 2.98
H 4.38 1.27 2.25
H 2.43 -8.99 -5.58
H 6.18 -0.22 -2.27
H 0.16 -5.36 -0.07
H 0.95 3.28 -5.41
H -0.01 2.72 -4.02
H 0.06 -0.33 -6.40
H -5.71 -4.30 -1.92
H 1.79 0.98 -0.39
H -3.58 -4.85 -3.72
H 8.30 5.43 -3.82
H 6.63 2.07 -0.18
H -6.68 1.65 -2.10
H -0.71 0.98 -0.22
H 1.58 -2.39 -6.64
H -0.33 -5.94 -3.05
H 3.08 -2.13 0.84
H 5.38 -3.45 7.93
H 8.05 1.25 -0.79
H -3.72 -0.02 -2.66
H 5.14 6.88 -0.50
H 6.95 -1.98 3.19
H -2.16 -4.46 3.78
H 9.74 2.03 1.74
H 6.76 -3.47 3.80
H 6.23 -2.19 -1.37
H 4.56 -3.63 -1.13
H 9.14 4.59 -0.05
H -3.69 -0.14 5.95
H 1.69 -1.40 4.22
H 11.80 5.23 -0.87
H -11.29 -1.77 1.53
H -2.91 -2.03 -4.07
H -7.08 -4.33 -4.94
H 11.12 0.95 -2.51
H -12.40 0.59 -2.18
H 9.62 1.65 -4.85
H -4.40 -2.38 4.10
H 4.25 -4.79 7.69
H -1.54 -1.12 -0.76
H -1.62 6.49 -0.12
H -1.23 8.72 -0.74
H -0.78 -2.91 5.21
H 0.12 -0.79 -4.61
H 4.62 -4.12 4.71
H -4.51 -4.82 0.64
H -4.91 -2.84 -5.11
H 11.54 3.82 1.14
H -5.26 3.05 -1.77
H -3.68 -4.38 -0.92
H -2.51 1.03 -6.51
H 0.20 -2.54 7.40
H -4.11 7.61 -1.17
H 10.06 4.23 2.02
H -2.73 -1.97 0.12
H -5.43 -1.88 -3.74
*
```

HOMO level in Eh: -0.314
Kohn-Sham gap in eV: 9.0

Atom charges from the Löwdin analysis, given in e for atoms 1 to 4: atom 1 (O): -0.178, atom 2 (O): -0.198, atom 3 (O): -0.235, atom 4 (O): -0.253

=====

Entry 2:
# C40H44NO2P2ReS

A molecular structure, C40H44NO2P2ReS (ωB97M-V/def2-TZVPD, the OMol25 dataset).

Structure (ORCA input):
```
! wB97M-V def2-TZVPD RIJCOSX def2/J DEFGRID3
* xyz 1 4
Re -0.21 -0.29 -0.05
S 1.25 -4.10 0.85
P -2.07 -0.72 1.69
P 1.98 0.04 -1.16
O -1.48 0.90 -1.34
O 0.15 1.59 0.72
N -0.24 -5.72 2.64
C 5.22 -1.10 1.01
C 2.07 -1.40 -2.22
C 3.44 1.04 0.97
C 2.14 1.48 -2.24
C 4.23 -1.05 0.05
C 1.80 -3.68 -3.75
C -0.73 4.46 -1.38
C 0.59 5.14 0.48
C -1.48 2.12 -1.63
C 4.44 0.99 1.93
C 0.36 -5.08 1.90
C 2.90 -1.58 -3.32
C 0.23 -2.09 -0.69
C -0.23 -3.40 -0.09
C -2.55 0.78 2.65
C -2.36 2.51 -2.78
C -1.40 1.32 3.51
C -0.09 5.46 -0.70
C 3.12 3.57 -2.92
C 3.10 2.47 -2.07
C 0.97 -3.51 -2.64
C -4.87 -1.35 1.66
C -0.71 3.12 -0.93
C -1.67 -2.01 2.97
C -3.43 -2.41 -0.10
C 2.76 -2.73 -4.08
C 0.02 2.80 0.25
C -0.66 -4.41 -1.10
C 3.34 0.02 0.02
C 5.33 -0.08 1.95
C -0.18 -1.99 3.31
C -0.08 -4.47 -2.29
C 0.64 3.86 0.95
C -2.51 -1.94 4.25
C -3.13 1.87 1.74
C 2.18 3.68 -3.94
C 1.20 1.60 -3.26
C -3.62 -1.19 0.79
C 1.22 2.69 -4.11
C 1.11 -2.35 -1.85
H -3.28 -3.32 0.49
H 4.53 1.78 2.66
H 0.45 -1.95 2.42
H -5.03 -0.51 2.33
H -1.27 4.71 -2.28
H 4.14 -1.84 -0.68
H 6.11 -0.12 2.70
H -2.80 1.61 -3.20
H -1.80 3.03 -3.55
H -1.68 2.29 3.92
H 3.84 2.39 -1.29
H -2.25 -2.80 4.87
H 3.40 -2.89 -4.94
H 3.87 4.33 -2.79
H 3.63 -0.83 -3.58
H -1.19 0.66 4.35
H -0.49 1.44 2.93
H 0.45 0.83 -3.40
H -3.76 -0.32 0.13
H -0.99 -3.25 0.68
H 0.08 -2.89 3.87
H -2.28 -1.04 4.83
H 5.91 -1.93 1.03
H -1.41 -5.14 -0.80
H 0.07 -1.13 3.93
H -3.35 0.45 3.33
H -1.90 -2.96 2.48
H 1.68 -4.56 -4.36
H -5.74 -1.42 1.01
H -3.16 3.17 -2.43
H 1.16 3.61 1.87
H 0.50 2.77 -4.91
H -2.58 -2.29 -0.78
H -4.08 1.57 1.30
H -3.31 2.77 2.33
H 2.20 4.54 -4.60
H -0.34 -5.23 -3.01
H -2.45 2.13 0.94
H 1.08 5.93 1.04
H -4.32 -2.56 -0.71
H -4.82 -2.26 2.24
H -3.58 -1.97 4.07
H -0.12 6.47 -1.06
H 2.74 1.86 0.97
*
```

HOMO level (spin up / spin down) in Eh: -0.388 / -0.376
⟨S²⟩: 3.941
Kohn-Sham gap (spin up / spin down) in eV: 7.5 / 6.4
Energy above the lowest of the compared OMol25 structures with the same formula, charge and spin in kcal per mole: 0.0

Atom charges from the Löwdin analysis, given in e for atoms 1 to 4: atom 1 (Re): 1.361, atom 2 (S): 0.973, atom 3 (P): 1.010, atom 4 (P): 1.033